[1]
Density functional theory data (wB97M-V/def2-TZVPD) for 7 unconnected molecules or ions with the total composition C21H56O7 at a distorted geometry.

The multiplicity is 1. Its frontier orbital gap is 10.1 eV. The calculation puts the energy above the lowest of the compared OMol25 structures with the same formula, charge and spin at 89.23 kcal/mol. As for the lowest unoccupied orbital energy: 0.359 eV. Its SMILES is CC(C)O.CC(C)O.CC(C)O.CC(C)O.CC(C)O.CC(C)O.CC(C)O.

Atoms and positions in Å:
C -4.274 2.498 5.671
C -5.828 2.587 5.752
C -6.461 1.492 4.912
O -6.183 2.412 7.127
H -3.813 3.400 6.073
H -3.797 2.371 4.699
H -3.913 1.625 6.215
H -6.224 3.510 5.328
H -6.050 0.509 5.140
H -6.184 1.627 3.867
H -7.548 1.437 4.973
H -7.119 2.201 7.163
C -3.527 4.999 -1.560
C -4.855 5.528 -0.865
C -5.050 5.089 0.546
O -4.822 6.924 -0.874
H -3.805 4.031 -1.979
H -2.683 4.909 -0.876
H -3.257 5.627 -2.408
H -5.675 5.151 -1.475
H -5.267 4.032 0.395
H -5.808 5.779 0.920
H -4.123 5.181 1.111
H -3.959 7.204 -0.561
C 0.344 -9.831 -0.655
C 0.553 -8.267 -0.793
C 1.418 -7.566 0.242
O 0.986 -8.049 -2.132
H -0.571 -10.206 -1.114
H 0.286 -10.088 0.403
H 1.241 -10.379 -0.945
H -0.470 -7.892 -0.754
H 1.038 -7.744 1.248
H 1.363 -6.483 0.123
H 2.450 -7.913 0.210
H 0.427 -8.541 -2.738
C 5.697 -2.294 -1.227
C 5.674 -1.352 -2.532
C 4.680 -1.972 -3.558
O 5.119 -0.071 -2.253
H 6.557 -2.057 -0.600
H 5.861 -3.339 -1.489
H 4.785 -2.107 -0.660
H 6.651 -1.164 -2.976
H 4.386 -1.294 -4.359
H 3.714 -2.410 -3.306
H 5.272 -2.746 -4.046
H 4.169 -0.207 -2.249
C 0.423 -0.776 0.080
C 0.001 0.583 -0.457
C 0.090 1.636 0.677
O 0.973 0.858 -1.462
H -0.145 -1.087 0.957
H 1.468 -0.777 0.389
H 0.145 -1.476 -0.708
H -1.020 0.426 -0.804
H -0.737 1.675 1.386
H 0.067 2.669 0.329
H 0.957 1.518 1.327
H 0.489 1.503 -1.983
C 3.209 0.899 5.243
C 4.692 1.037 4.595
C 5.777 1.052 5.708
O 4.938 -0.147 3.866
H 2.369 0.892 4.548
H 2.889 1.593 6.021
H 3.166 -0.067 5.746
H 4.714 1.912 3.946
H 5.608 0.286 6.465
H 5.662 2.047 6.139
H 6.788 0.915 5.327
H 5.539 0.080 3.153
C -0.358 0.147 -6.776
C -0.440 1.700 -6.925
C -1.660 2.047 -7.698
O -0.552 2.189 -5.593
H -0.112 -0.365 -7.707
H -1.242 -0.321 -6.344
H 0.414 -0.181 -6.080
H 0.421 2.092 -7.466
H -1.485 1.779 -8.740
H -1.873 3.104 -7.541
H -2.491 1.410 -7.394
H -0.089 2.996 -5.358

Löwdin atomic charge list, values in e, 2 entries:
1 C -0.05
2 C -0.47

[2]
Density functional theory data (wB97M-V/def2-TZVPD) for 2 unconnected molecules or ions with the total composition C6H11P at a distorted geometry.

The multiplicity is 1. Its frontier orbital gap (alpha / beta) is 7.9 / 7.9 eV. The calculation puts the energy above the lowest of the compared OMol25 structures with the same formula, charge and spin at 80.40 kcal/mol. As for the lowest unoccupied orbital energy (alpha / beta): 0.282 / 0.279 eV.

Atoms and positions in Å:
C 2.587 0.061 -1.649
C 2.091 0.254 -0.467
C -1.585 0.185 0.006
C 2.517 0.361 0.931
C -2.991 0.663 -0.058
C -1.432 -1.245 0.463
P -0.440 1.196 -0.626
H 2.130 -0.115 -2.644
H 3.646 -0.173 -1.741
H 3.569 0.507 1.035
H 2.100 1.136 1.433
H 2.264 -0.531 1.487
H -3.727 -0.047 -0.538
H -3.159 1.711 -0.583
H -3.476 1.010 0.927
H -0.432 -1.513 0.664
H -1.821 -1.472 1.555
H -1.839 -1.988 -0.194

natural (NBO) atomic charge list, values in e, 2 entries:
1 C -0.51
2 C 0.05

[3]
Density functional theory data (wB97M-V/def2-TZVPD) for 2 unconnected molecules or ions with the total composition C20H16FN2 at a distorted geometry.

The net charge is +1. The multiplicity is 1. Its frontier orbital gap is 4.1 eV. The calculation puts the energy above the lowest of the compared OMol25 structures with the same formula, charge and spin at 58.07 kcal/mol. As for the lowest unoccupied orbital energy: -6.157 eV.

Atoms and positions in Å:
C -2.177 -0.683 3.239
N -2.187 -1.964 3.031
N -2.142 -3.130 2.875
C -0.981 0.000 3.546
C -0.945 1.399 3.683
C 0.232 2.046 3.966
C 1.402 1.321 4.126
C 1.393 -0.058 4.007
C 0.220 -0.709 3.719
H -3.104 -0.149 3.140
H -1.851 1.963 3.557
H 0.254 3.120 4.065
H 2.324 1.830 4.351
H 2.307 -0.615 4.142
H 0.202 -1.779 3.625
F -6.104 -2.288 -3.866
C -5.313 -2.382 -2.765
C -5.495 -3.414 -1.858
C -4.705 -3.497 -0.726
C -3.723 -2.568 -0.494
C -3.479 -1.518 -1.409
C -2.408 -0.631 -1.123
C -1.860 0.497 -1.791
C -0.753 1.132 -1.183
C -0.140 2.215 -1.760
C -0.605 2.717 -2.961
C -1.693 2.130 -3.582
C -2.310 1.041 -3.012
C -4.322 -1.453 -2.537
H -6.261 -4.144 -2.052
H -4.863 -4.298 -0.020
H -3.136 -2.627 0.408
H -1.889 -0.879 -0.213
H -0.389 0.753 -0.243
H 0.710 2.672 -1.277
H -0.115 3.563 -3.414
H -2.049 2.531 -4.518
H -3.143 0.611 -3.526
H -4.234 -0.672 -3.258

natural (NBO) atomic charge list, values in e, 2 entries:
1 C -0.24
2 N 0.04

[4]
Density functional theory data (wB97M-V/def2-TZVPD) for a single C5H5ClS molecule at a distorted geometry.

The multiplicity is 1. Its frontier orbital gap is 7.9 eV. The calculation puts the energy above the lowest of the compared OMol25 structures with the same formula, charge and spin at 19.24 kcal/mol. As for the lowest unoccupied orbital energy: -1.000 eV. Its SMILES is C=CC(=S)C(=C)Cl.

Atoms and positions in Å:
C -0.138 0.155 0.837
C -1.061 0.000 1.790
C -0.416 -0.059 -0.593
C 0.485 -0.980 -1.349
C 1.275 -1.905 -0.798
H -2.107 -0.316 1.506
H -0.859 0.166 2.818
H 0.395 -0.936 -2.395
H 1.857 -2.620 -1.404
H 1.314 -1.948 0.297
S -1.652 0.664 -1.348
Cl 1.469 0.692 1.261

natural (NBO) atomic charge list, values in e, 2 entries:
1 C -0.11
2 C -0.34

[5]
Density functional theory data (wB97M-V/def2-TZVPD) for a single C2H5Cl2OPS molecule at a distorted geometry.

The multiplicity is 1. Its frontier orbital gap is 9.2 eV. The calculation puts the energy above the lowest of the compared OMol25 structures with the same formula, charge and spin at 0.00 kcal/mol. As for the lowest unoccupied orbital energy: -0.412 eV. Its SMILES is COCSP(Cl)Cl.

Atoms and positions in Å:
C 1.149 0.239 1.391
C 0.653 -0.543 -0.918
O 1.366 -0.588 0.232
P -2.536 0.058 -1.350
S -0.839 -1.277 -1.418
Cl -1.386 1.564 -0.282
Cl -3.593 -0.403 0.219
H 2.007 0.862 1.381
H 1.202 -0.438 2.306
H 0.205 0.890 1.267
H 1.334 -0.900 -1.665
H 0.437 0.536 -1.162

natural (NBO) atomic charge list, values in e, 2 entries:
1 C -0.27
2 C -0.23

[6]
Density functional theory data (wB97M-V/def2-TZVPD) for a molecular structure, C26H43GaN3O3P at a distorted geometry.

The net charge is +2. The multiplicity is 1. Its frontier orbital gap is 5.7 eV. As for the lowest unoccupied orbital energy: -5.366 eV.

Atoms and positions in Å:
C -0.178 -0.891 -1.133
N 0.256 -1.711 -0.132
C 0.257 -3.054 -0.310
C 0.078 -3.594 -1.571
C -0.080 -2.743 -2.658
C -0.190 -1.370 -2.436
Ga 0.908 -1.150 1.666
C -2.688 2.299 -0.674
O -3.188 3.413 -0.573
C 0.485 -3.928 0.878
N 0.598 -3.167 2.164
C 1.598 -3.776 3.093
C 2.965 -3.955 2.470
C -0.694 0.442 -0.668
P -1.269 1.793 -1.799
C -2.139 1.519 -3.421
C -1.156 1.456 -4.607
C -0.122 3.230 -1.695
C -0.783 4.444 -2.370
C 0.117 3.575 -0.212
C 1.215 2.895 -2.381
C -2.962 0.222 -3.286
C -3.126 2.677 -3.700
C -0.742 -3.061 2.867
C -1.414 -4.391 3.189
H 0.116 -4.677 -1.669
H -0.156 -3.143 -3.664
H -0.321 -0.676 -3.271
H 0.026 0.905 0.026
H 0.714 4.498 -0.180
H -0.835 3.765 0.301
H 0.680 2.794 0.314
H 1.881 3.762 -2.263
H 1.702 2.026 -1.919
H 1.093 2.701 -3.455
H -0.175 5.331 -2.140
H -0.824 4.348 -3.462
H -1.792 4.610 -1.965
H -1.683 1.019 -5.469
H -0.824 2.460 -4.909
H -0.261 0.851 -4.420
H -2.333 -0.671 -3.222
H -3.608 0.264 -2.397
H -3.605 0.129 -4.173
H -2.615 3.576 -4.063
H -3.817 2.344 -4.488
H -3.712 2.942 -2.815
H -0.335 -4.659 0.961
H 1.402 -4.507 0.718
H 1.649 -3.120 3.974
H 1.183 -4.740 3.419
H -1.406 -2.448 2.238
H -0.554 -2.497 3.792
H -0.725 -5.135 3.596
H -2.180 -4.201 3.952
H -1.929 -4.805 2.316
H 3.652 -4.278 3.261
H 2.984 -4.740 1.707
H 3.358 -3.025 2.045
C -4.292 1.592 0.892
H -4.545 0.659 1.387
H -5.129 1.938 0.282
H -3.997 2.361 1.608
O -3.173 1.247 0.049
H -1.701 0.333 -0.044
O 2.816 -0.819 1.591
N 3.405 -0.003 2.553
C 2.659 0.791 3.362
C 3.309 1.654 4.235
C 4.702 1.683 4.278
C 5.432 0.841 3.435
C 4.760 -0.011 2.569
H 1.562 0.746 3.291
H 2.702 2.297 4.872
H 5.212 2.363 4.959
H 6.520 0.838 3.432
H 5.263 -0.687 1.874

Löwdin atomic charge list, values in e, 2 entries:
1 C -0.25
2 N 0.06

Number 1: DFT total energy -1360.2570 hartree. Number 2: DFT total energy -576.3895 hartree. Number 3: DFT total energy -980.7630 hartree. Number 4: DFT total energy -1051.8339 hartree. Number 5: DFT total energy -1814.3506 hartree. Number 6: DFT total energy -3672.0463 hartree.